106
Properties=species:S:1:pos:R:3 method="wB97M-V/def2-TZVPD" de_lowest_kj_mol=78.0 e_homo_ev=-9.67 spin_multiplicity=1 total_energy_ha=-8283.7169 charge=+1
Zr -0.298 0.126 0.431
O 0.728 -1.140 -2.622
C 1.194 -1.237 -1.519
O 1.352 -0.194 -0.674
C 1.618 -2.559 -0.931
C 1.287 -3.690 -1.665
C 1.523 -4.957 -1.154
C 2.092 -5.083 0.101
C 2.449 -3.955 0.830
C 2.242 -2.673 0.330
P 2.601 -1.195 1.383
C 3.672 -1.842 2.724
C 4.823 -2.600 2.492
C 5.640 -2.972 3.545
C 5.332 -2.575 4.844
C 4.205 -1.810 5.084
C 3.378 -1.449 4.025
C 3.910 -0.314 0.445
C 4.368 0.883 0.995
C 5.277 1.678 0.312
C 5.748 1.278 -0.932
C 5.330 0.067 -1.465
C 4.416 -0.725 -0.783
H 0.827 -3.547 -2.633
H 1.259 -5.836 -1.727
H 2.267 -6.066 0.522
H 2.893 -4.087 1.808
H 5.085 -2.891 1.482
H 6.526 -3.564 3.355
H 5.979 -2.861 5.663
H 3.969 -1.490 6.091
H 2.493 -0.850 4.214
H 4.035 1.180 1.985
H 5.626 2.603 0.753
H 6.445 1.901 -1.476
H 5.716 -0.265 -2.420
H 4.092 -1.659 -1.224
Br -3.752 -1.119 -3.026
C -3.225 -2.218 -1.596
C -3.865 -3.457 -1.388
C -3.497 -4.259 -0.348
Br -4.391 -5.901 -0.092
C -2.456 -3.865 0.532
C -1.989 -4.623 1.625
C -0.956 -4.152 2.387
C -0.384 -2.914 2.071
N -0.804 -2.157 1.079
C -1.835 -2.623 0.301
C -2.230 -1.774 -0.763
O -1.620 -0.609 -0.898
H -4.654 -3.765 -2.059
H -2.452 -5.574 1.848
H -0.571 -4.715 3.226
H 0.445 -2.533 2.657
N 1.043 1.989 1.169
C 1.328 2.057 2.587
C 2.176 2.987 3.113
C 2.419 3.045 4.502
C 1.769 2.189 5.341
C 0.853 1.243 4.824
C 0.103 0.381 5.659
C -0.828 -0.441 5.104
C -0.958 -0.466 3.702
N -0.217 0.241 2.883
C 0.648 1.155 3.434
H 0.529 2.823 0.892
H 1.912 1.978 0.633
H 2.666 3.691 2.450
H 3.104 3.785 4.893
H 1.933 2.228 6.410
H 0.265 0.405 6.730
H -1.458 -1.079 5.707
H -1.708 -1.102 3.250
C -5.016 0.184 -6.851
O -4.678 1.528 -7.152
C -4.575 2.401 -6.128
C -4.168 3.690 -6.470
C -4.042 4.647 -5.490
C -4.265 4.335 -4.149
C -4.701 3.059 -3.813
C -4.876 2.098 -4.801
N -4.112 5.460 -3.266
N -3.809 5.403 -2.069
C -3.341 4.230 -1.372
C -3.961 3.915 -0.194
C -3.500 2.875 0.636
C -2.367 2.180 0.316
O -1.849 1.203 1.080
C -1.676 2.523 -0.879
N -0.514 1.831 -1.131
C 0.147 2.072 -2.238
C -0.245 3.073 -3.141
C -1.360 3.815 -2.879
C -2.148 3.535 -1.735
H -4.969 -0.355 -7.793
H -6.027 0.112 -6.443
H -4.302 -0.251 -6.148
H -3.976 3.917 -7.509
H -3.756 5.661 -5.740
H -4.957 2.812 -2.793
H -5.259 1.127 -4.529
H -4.844 4.475 0.086
H -4.032 2.622 1.543
H 1.031 1.471 -2.410
H 0.350 3.252 -4.025
H -1.640 4.618 -3.542